This record from OMol25 describes a structure of composition C65H53NO2P2PdS. The level of theory is ωB97M-V with the def2-TZVPD basis set.

```
125
Properties=species:S:1:pos:R:3
C -0.896 -0.169 8.682
C -0.025 -1.270 8.670
C 0.308 -1.895 7.462
C -0.249 -1.438 6.265
S 0.103 -2.265 4.695
C 1.245 -1.308 3.826
C 2.528 -1.033 4.403
C 3.075 0.295 4.471
C 4.435 0.502 4.681
C 5.315 -0.598 4.726
C 6.748 -0.480 4.671
N 7.916 -0.477 4.618
C 4.784 -1.889 4.804
C 3.411 -2.089 4.792
O 0.672 -3.550 5.055
O -1.144 -2.198 3.957
C -1.084 -0.319 6.268
C -1.411 0.313 7.471
H -1.204 0.279 9.633
H 0.369 -1.669 9.610
H 0.974 -2.759 7.447
H 0.747 -0.629 3.138
H 2.389 1.138 4.331
H 4.826 1.513 4.795
H 5.460 -2.747 4.888
H 3.005 -3.087 4.937
H -1.497 0.040 5.325
H -2.100 1.164 7.460
C -2.954 -2.784 -3.895
C -1.714 -2.292 -4.248
C -0.746 -2.028 -3.235
C -1.067 -2.302 -1.846
C -0.013 -2.247 -0.852
C -0.224 -2.519 0.495
C 0.777 -3.000 1.334
C 2.058 -3.417 0.850
C 3.160 -3.264 1.726
C 4.460 -3.238 1.253
C 4.722 -3.595 -0.078
C 3.671 -4.006 -0.905
C 2.354 -3.933 -0.451
Pd -1.080 -0.077 -2.275
P -2.823 1.198 -1.506
C -4.107 0.119 -0.827
C -5.214 -0.266 -1.594
C -6.076 -1.248 -1.104
C -5.872 -1.801 0.164
C -4.827 -1.340 0.969
C -3.943 -0.378 0.479
C -2.706 2.436 -0.197
C -3.843 2.804 0.547
C -3.732 3.703 1.605
C -2.494 4.276 1.908
C -1.378 3.966 1.123
C -1.476 3.047 0.081
C -3.549 2.034 -2.934
C -4.117 3.318 -2.841
C -4.570 3.960 -3.995
C -4.463 3.335 -5.244
C -3.905 2.055 -5.335
C -3.467 1.399 -4.184
P 0.902 1.033 -2.594
C 1.719 0.295 -4.035
C 1.495 0.832 -5.312
C 1.948 0.143 -6.440
C 2.608 -1.086 -6.298
C 2.853 -1.616 -5.023
C 2.418 -0.923 -3.892
C 0.834 2.840 -2.699
C 1.701 3.649 -1.938
C 1.449 5.012 -1.790
C 0.329 5.584 -2.392
C -0.501 4.801 -3.202
C -0.242 3.443 -3.379
C 2.200 0.736 -1.369
C 3.561 0.726 -1.732
C 4.527 0.448 -0.772
C 4.161 0.338 0.572
C 2.817 0.438 0.942
C 1.832 0.610 -0.024
C -2.388 -2.727 -1.529
C -3.292 -2.974 -2.545
H -3.684 -3.054 -4.655
H -1.426 -2.190 -5.293
H 0.311 -1.927 -3.505
H 1.001 -2.071 -1.221
H -1.203 -2.322 0.952
H 0.576 -3.093 2.402
H 2.909 -3.019 2.759
H 5.263 -2.909 1.911
H 5.746 -3.595 -0.432
H 3.880 -4.353 -1.924
H 1.523 -4.226 -1.105
H -5.397 0.189 -2.568
H -6.899 -1.593 -1.731
H -6.527 -2.598 0.523
H -4.676 -1.733 1.975
H -3.126 -0.017 1.108
H -4.818 2.373 0.317
H -4.616 3.945 2.196
H -2.404 4.963 2.753
H -0.417 4.437 1.326
H -0.599 2.798 -0.520
H -4.197 3.817 -1.875
H -4.996 4.967 -3.917
H -4.809 3.852 -6.145
H -3.794 1.562 -6.301
H -3.015 0.410 -4.274
H 0.956 1.775 -5.414
H 1.776 0.563 -7.432
H 2.932 -1.641 -7.180
H 3.372 -2.568 -4.896
H 2.623 -1.343 -2.901
H 2.553 3.204 -1.426
H 2.125 5.612 -1.180
H 0.106 6.640 -2.227
H -1.372 5.244 -3.683
H -0.907 2.844 -4.006
H 3.870 0.897 -2.763
H 5.565 0.324 -1.083
H 4.926 0.178 1.332
H 2.530 0.386 1.993
H 0.779 0.620 0.263
H -2.633 -2.891 -0.481
H -4.281 -3.349 -2.289
```

Summary:
charge: 0
frontier orbital gap: 0.1523 hartree
F_max: 2.0 eV Å⁻¹
total energy: -3922.6310 Eh
highest occupied orbital energy: -6.45 eV